No. 1
The following is a DFT calculation (ωB97M-V/def2-TZVPD) of a gas-phase ion, C22H23F6N4 (charge +1) in a non-equilibrium geometry.

Output
SMILES: CN(CC(F)(F)F)c1ccc(C(c2ccc(N(C)CC(F)(F)F)cc2)n2cc[nH+]c2)cc1
E_LUMO: -2.6 eV
E_HOMO: -10.333 eV
Frontier orbital gap: 0.2833 Eh

```
! wB97M-V def2-TZVPD RIJCOSX def2/J DEFGRID3
* xyz 1 1
C 1.495 -6.360 3.429
N 0.273 -5.792 2.917
C -0.643 -6.699 2.239
C -0.586 -6.481 0.753
F -1.396 -7.317 0.046
F -0.941 -5.191 0.433
F 0.700 -6.642 0.290
C -0.059 -4.488 3.143
C -1.398 -4.044 3.016
C -1.732 -2.718 3.233
C -0.746 -1.767 3.482
C -1.165 -0.331 3.777
C -0.051 0.690 3.602
C 0.125 1.683 4.568
C 1.110 2.651 4.426
C 1.963 2.634 3.295
N 3.052 3.448 3.180
C 3.563 3.829 1.884
C 3.690 4.096 4.313
C 4.915 3.329 4.725
F 5.552 3.875 5.798
F 4.581 2.031 5.038
F 5.820 3.246 3.689
C 1.697 1.702 2.262
C 0.745 0.707 2.452
N -2.323 0.092 2.987
C -2.301 0.764 1.760
C -3.578 1.055 1.445
N -4.373 0.526 2.464
C -3.589 -0.066 3.369
C 0.591 -2.190 3.607
C 0.932 -3.527 3.459
H 1.714 -5.960 4.430
H 1.363 -7.446 3.497
H 2.357 -6.150 2.774
H -0.320 -7.724 2.439
H -1.675 -6.536 2.570
H -2.197 -4.743 2.797
H -2.784 -2.435 3.207
H -1.506 -0.313 4.823
H -0.529 1.680 5.442
H 1.237 3.428 5.180
H 2.749 3.881 1.142
H 4.021 4.821 1.979
H 4.330 3.123 1.524
H 4.038 5.077 3.970
H 3.018 4.160 5.172
H 2.276 1.712 1.338
H 0.585 -0.043 1.674
H -1.385 0.979 1.238
H -3.970 1.575 0.591
H -5.385 0.547 2.519
H -3.893 -0.563 4.284
H 1.373 -1.467 3.850
H 1.971 -3.841 3.574
*
```

Atom charges from the natural (NBO) analysis, given in e for atoms 1 to 4: C -0.4039; N -0.4382; C -0.2940; C 0.9680

No. 2
The following is a DFT calculation (ωB97M-V/def2-TZVPD) of 2 unconnected molecules or ions with the total composition C3H8O2 in a non-equilibrium geometry.

Output
SMILES: CC=O.CO
E_LUMO: 0.8 eV
ΔE to the lowest compared entry with this formula, charge and spin: 140.6 kJ/mol
E_HOMO: -9.866 eV
Frontier orbital gap: 0.3935 Eh

```
! wB97M-V def2-TZVPD RIJCOSX def2/J DEFGRID3
* xyz 0 1
C -2.107 -1.278 -0.134
C -0.868 -0.684 0.518
O -0.661 0.500 0.487
H -2.797 -1.457 0.680
H -1.940 -2.181 -0.723
H -2.431 -0.505 -0.826
H -0.285 -1.325 1.218
C 2.150 0.949 -0.053
O 1.482 1.788 -0.998
H 1.956 -0.076 -0.354
H 3.210 1.165 -0.039
H 1.721 1.156 0.920
H 0.568 1.949 -0.696
*
```

Atom charges from the natural (NBO) analysis, given in e for atoms 1 to 4: C -0.7211; C 0.4541; O -0.5471; H 0.2382

No. 3
The following is a DFT calculation (ωB97M-V/def2-TZVPD) of a molecular structure, CH2BrN3 in a non-equilibrium geometry.

Output
E_LUMO (alpha / beta): -2.8 / -4.3 eV
ΔE to the lowest compared entry with this formula, charge and spin: 406.2 kJ/mol
E_HOMO (alpha / beta): -10.440 / -9.457 eV
Frontier orbital gap (alpha / beta): 0.2800 / 0.1879 Eh

```
! wB97M-V def2-TZVPD RIJCOSX def2/J DEFGRID3
* xyz 0 1
C -0.465 -1.802 -0.107
N -0.913 -2.867 -0.264
N -0.161 0.530 0.077
N -0.146 -0.677 0.492
Br 1.350 3.064 0.367
H 0.686 1.166 0.369
H -0.351 0.586 -0.934
*
```

Atom charges from the natural (NBO) analysis, given in e for atoms 1 to 4: C 0.3102; N -0.2179; N -0.3537; N -0.1355

No. 4
The following is a DFT calculation (ωB97M-V/def2-TZVPD) of 2 unconnected molecules or ions with the total composition C4H13N2O3 in a non-equilibrium geometry.

Output
E_LUMO: -3.0 eV
ΔE to the lowest compared entry with this formula, charge and spin: 204.8 kJ/mol
E_HOMO: -13.847 eV
Frontier orbital gap: 0.3995 Eh

```
! wB97M-V def2-TZVPD RIJCOSX def2/J DEFGRID3
* xyz 1 1
N 0.879 2.336 0.588
C -0.131 1.219 0.804
C -0.875 1.050 -0.507
N -1.581 -0.088 -0.710
C -1.720 -1.346 0.197
C -0.762 -2.515 -0.198
O 0.556 -1.964 -0.292
O -0.639 1.976 -1.283
H 1.875 2.058 0.561
H 0.872 3.134 1.176
H 0.687 2.751 -0.469
H 0.397 0.297 1.013
H -0.911 1.455 1.626
H -2.394 -0.080 -1.510
H -1.533 -0.974 1.155
H -2.823 -1.596 0.183
H -1.032 -3.048 -1.127
H -0.662 -3.226 0.612
H 0.939 -1.890 -1.117
H 3.386 -0.231 0.354
H 2.839 0.295 -1.023
O 2.634 0.388 -0.032
*
```

Atom charges from the natural (NBO) analysis, given in e for atoms 1 to 4: N -0.7258; C -0.3420; C 0.6680; N -0.6143

No. 5
The following is a DFT calculation (ωB97M-V/def2-TZVPD) of a molecular structure, C45H53N3O4P2S4Sr.

Output
E_LUMO: 3.7 eV
ΔE to the lowest compared entry with this formula, charge and spin: 0.0 kJ/mol
E_HOMO: -1.152 eV
Frontier orbital gap: 0.1790 Eh

```
! wB97M-V def2-TZVPD RIJCOSX def2/J DEFGRID3
* xyz -2 1
Sr -1.894 0.420 -1.232
O -0.601 -4.018 0.238
C -1.111 -2.725 0.311
O -1.974 -2.410 -0.688
C -0.649 -1.837 1.219
C 0.383 -2.185 2.197
C 0.920 -1.227 2.982
C 0.430 0.121 2.929
C -0.633 0.346 2.082
N -1.177 -0.526 1.231
C -1.396 1.636 2.300
O -0.713 2.790 2.179
O -2.538 1.649 2.675
H -0.466 -4.167 -0.713
H 0.719 -3.212 2.245
H 1.705 -1.485 3.686
H 0.772 0.890 3.609
H 0.053 2.648 1.605
C -0.821 3.800 -4.218
C -1.537 3.253 -2.992
S -0.486 2.848 -1.611
C -2.880 3.097 -3.021
C -3.649 3.487 -4.271
S -3.869 2.425 -1.709
H 0.253 3.828 -4.045
H -1.156 4.815 -4.466
H -1.002 3.180 -5.105
H -3.353 4.473 -4.648
H -4.716 3.502 -4.056
H -3.483 2.771 -5.085
S -1.168 -2.197 -2.259
C -5.899 1.285 4.185
C -6.729 0.520 3.156
C -6.548 1.047 1.736
C -5.138 0.832 1.182
N -4.586 -0.505 1.425
C -5.024 -1.665 0.881
S -6.419 -1.813 -0.045
N -4.230 -2.725 1.185
C -4.372 -4.033 0.570
C -5.450 -4.912 1.190
C -5.280 -5.177 2.689
C -5.800 -4.052 3.586
H -6.024 0.872 5.190
H -6.192 2.338 4.215
H -4.834 1.248 3.941
H -7.790 0.566 3.422
H -6.451 -0.537 3.176
H -6.721 2.129 1.716
H -7.278 0.584 1.075
H -4.446 1.507 1.676
H -5.125 1.066 0.117
H -3.623 -0.508 1.744
H -3.267 -2.483 1.391
H -3.403 -4.517 0.702
H -4.541 -3.924 -0.503
H -5.416 -5.860 0.645
H -6.431 -4.468 1.005
H -4.221 -5.361 2.906
H -5.813 -6.099 2.943
H -5.205 -3.146 3.471
H -5.780 -4.344 4.639
H -6.830 -3.798 3.321
C 2.889 0.628 0.105
P 1.809 -0.037 -1.257
C 2.665 -1.649 -1.539
C 2.213 -2.720 -0.774
C 2.842 -3.957 -0.837
C 3.923 -4.144 -1.687
C 4.376 -3.086 -2.465
C 3.755 -1.846 -2.387
C 2.308 0.857 -2.781
C 2.013 0.258 -4.007
C 2.270 0.911 -5.204
C 2.832 2.181 -5.195
C 3.097 2.800 -3.982
C 2.816 2.150 -2.788
P 4.660 0.165 0.268
C 5.524 1.266 -0.934
C 5.495 2.657 -0.851
C 6.202 3.438 -1.750
C 6.954 2.836 -2.753
C 6.995 1.455 -2.848
C 6.286 0.675 -1.936
C 5.080 1.061 1.833
C 6.422 1.335 2.118
C 6.794 1.938 3.309
C 5.829 2.272 4.254
C 4.499 1.992 3.994
C 4.127 1.390 2.795
H 2.412 0.179 0.984
H 2.736 1.708 0.189
H 1.352 -2.587 -0.134
H 2.467 -4.774 -0.232
H 4.409 -5.111 -1.747
H 5.221 -3.222 -3.132
H 4.127 -1.026 -2.990
H 1.562 -0.729 -4.022
H 2.028 0.428 -6.142
H 3.036 2.696 -6.127
H 3.498 3.807 -3.960
H 2.974 2.675 -1.856
H 4.911 3.135 -0.071
H 6.159 4.518 -1.678
H 7.501 3.446 -3.462
H 7.573 0.979 -3.631
H 6.306 -0.407 -2.009
H 7.184 1.082 1.388
H 7.839 2.150 3.500
H 6.117 2.745 5.185
H 3.737 2.245 4.722
H 3.079 1.181 2.619
*
```

Atom charges from the Mulliken analysis, given in e for atoms 1 to 4: Sr 0.8488; O -0.5666; C 0.2919; O -0.4514

No. 6
The following is a DFT calculation (ωB97M-V/def2-TZVPD) of 3 unconnected molecules or ions with the total composition C2H10N4O.

Output
SMILES: [H]/N=C/N.C=N.NO
E_LUMO: 0.8 eV
ΔE to the lowest compared entry with this formula, charge and spin: 371.1 kJ/mol
E_HOMO: -8.867 eV
Frontier orbital gap: 0.3535 Eh

```
! wB97M-V def2-TZVPD RIJCOSX def2/J DEFGRID3
* xyz 0 1
H -1.913 -1.776 -1.454
N -2.058 -1.589 -0.468
C -1.013 -1.343 0.195
N -1.042 -1.192 1.543
H 0.010 -1.299 -0.218
H -0.391 -0.523 1.926
H -1.980 -1.099 1.905
C 1.994 -0.336 -0.979
N 1.535 0.717 -1.486
H 2.224 -1.261 -1.513
H 2.220 -0.330 0.079
H 1.342 0.675 -2.486
N -0.701 1.618 0.324
O 0.085 1.608 1.504
H -0.091 1.395 -0.464
H -1.079 2.553 0.196
H 0.859 2.183 1.396
*
```

Atom charges from the natural (NBO) analysis, given in e for atoms 1 to 4: H 0.3375; N -0.7370; C 0.3044; N -0.8171

No. 7
The following is a DFT calculation (ωB97M-V/def2-TZVPD) of a molecular structure, C36H34IN2O2PSSn in a non-equilibrium geometry.

Output
E_LUMO: -0.2 eV
ΔE to the lowest compared entry with this formula, charge and spin: 62.5 kJ/mol
E_HOMO: -6.807 eV
Frontier orbital gap: 0.2440 Eh

```
! wB97M-V def2-TZVPD RIJCOSX def2/J DEFGRID3
* xyz 0 1
Sn 1.263 0.061 1.259
C 1.767 -3.171 1.038
C 1.632 -2.871 2.498
C 1.716 -3.900 3.454
C 1.578 -3.603 4.777
C 1.355 -2.271 5.185
C 1.189 -1.921 6.539
C 1.010 -0.609 6.878
C 0.976 0.383 5.889
C 1.117 0.081 4.548
S 1.054 1.391 3.394
C 1.303 -1.277 4.174
N 1.430 -1.617 2.858
H 1.887 -4.237 0.860
H 2.638 -2.655 0.627
H 0.883 -2.824 0.498
H 1.888 -4.914 3.121
H 1.634 -4.382 5.528
H 1.216 -2.701 7.289
H 0.902 -0.327 7.918
H 0.845 1.420 6.169
C -2.912 2.851 1.529
C -3.732 1.581 1.746
C -3.046 0.651 2.744
C -3.973 0.862 0.408
C -5.075 1.528 -0.443
O -4.454 1.760 -1.713
C -3.167 1.318 -1.610
N -2.813 0.871 -0.483
C -2.385 1.409 -2.861
C -3.064 1.995 -3.940
C -2.475 2.137 -5.179
C -1.180 1.694 -5.371
C -0.499 1.103 -4.324
C -1.065 0.935 -3.056
P 0.059 0.187 -1.759
C 0.677 -1.287 -2.642
C -0.089 -1.973 -3.582
C 0.376 -3.156 -4.137
C 1.596 -3.684 -3.740
C 2.353 -3.025 -2.782
C 1.899 -1.833 -2.240
C 1.447 1.383 -2.006
C 2.514 1.232 -2.889
C 3.497 2.210 -2.970
C 3.421 3.350 -2.184
C 2.364 3.509 -1.300
C 1.389 2.528 -1.208
H -2.849 3.436 2.447
H -3.354 3.480 0.752
H -1.901 2.580 1.224
H -4.718 1.854 2.138
H -2.139 0.240 2.295
H -3.701 -0.177 3.025
H -2.767 1.192 3.649
H -4.209 -0.187 0.611
H -5.391 2.485 -0.024
H -5.948 0.895 -0.593
H -4.071 2.348 -3.785
H -3.020 2.602 -5.990
H -0.696 1.814 -6.332
H 0.508 0.747 -4.489
H -1.056 -1.584 -3.872
H -0.218 -3.669 -4.883
H 1.951 -4.612 -4.171
H 3.299 -3.441 -2.458
H 2.496 -1.305 -1.504
H 2.591 0.346 -3.505
H 4.330 2.074 -3.649
H 4.193 4.107 -2.249
H 2.301 4.391 -0.675
H 0.556 2.643 -0.519
I 4.660 -0.232 2.936
C 3.546 0.268 1.154
H 4.004 -0.332 0.367
H 3.783 1.313 0.953
O -1.826 -2.110 -1.026
C -1.304 -1.364 -0.335
*
```

Atom charges from the Mulliken analysis, given in e for atoms 1 to 4: Sn 1.1115; C -1.2486; C 1.0255; C -0.8964

No. 8
The following is a DFT calculation (ωB97M-V/def2-TZVPD) of a molecular structure, C20H41N6O6S2Tl in a non-equilibrium geometry.

Output
E_LUMO (alpha / beta): -6.3 / -8.5 eV
ΔE to the lowest compared entry with this formula, charge and spin: 32.7 kJ/mol
E_HOMO (alpha / beta): -13.946 / -13.878 eV
Frontier orbital gap (alpha / beta): 0.2814 / 0.1977 Eh

```
! wB97M-V def2-TZVPD RIJCOSX def2/J DEFGRID3
* xyz 2 1
Tl 0.907 0.395 -0.231
C 0.601 0.696 4.778
N 0.165 0.007 3.569
C 1.082 -1.018 3.087
C -0.785 0.481 2.740
O -0.843 0.115 1.528
N -1.708 1.350 3.224
C -2.336 1.214 4.533
C -2.450 2.169 2.272
H 1.683 0.830 4.733
H 0.370 0.112 5.670
H 0.141 1.676 4.853
H 1.344 -1.675 3.915
H 1.995 -0.560 2.693
H 0.614 -1.603 2.300
H -1.888 0.409 5.107
H -3.397 0.990 4.400
H -2.263 2.145 5.097
H -1.868 2.294 1.364
H -2.635 3.143 2.724
H -3.412 1.717 2.017
O -0.725 1.605 -1.761
S -1.940 1.038 -2.498
C -2.809 2.508 -3.164
C -2.806 2.369 -4.682
C -1.447 1.777 -5.034
C -1.321 0.546 -4.147
H -2.236 3.369 -2.820
H -3.807 2.539 -2.730
H -2.969 3.332 -5.164
H -3.600 1.692 -5.004
H -0.657 2.492 -4.796
H -1.372 1.519 -6.089
H -0.301 0.189 -4.011
H -1.960 -0.268 -4.495
O 2.674 -3.049 -2.004
N 2.899 -1.994 -2.454
O 2.577 -0.846 -2.289
C 3.552 3.628 3.121
N 3.767 3.324 1.703
C 4.736 3.932 0.972
C 4.926 3.649 -0.334
C 4.052 2.695 -0.925
N 3.108 2.104 -0.196
C 2.940 2.385 1.115
O 2.072 1.818 1.792
N 4.158 2.363 -2.214
H 4.280 4.365 3.447
H 3.658 2.720 3.710
H 2.546 4.014 3.265
H 5.348 4.655 1.493
H 5.699 4.134 -0.911
H 4.852 2.789 -2.802
H 3.505 1.712 -2.613
C 0.464 -5.351 -2.838
C -0.268 -5.740 -1.554
C 0.016 -4.781 -0.395
S -0.652 -3.119 -0.770
O 0.545 -2.181 -0.501
C -1.780 -2.908 0.651
C -3.239 -2.979 0.190
C -3.609 -1.821 -0.731
H 0.238 -6.060 -3.633
H 1.543 -5.352 -2.678
H 0.160 -4.358 -3.180
H 0.052 -6.737 -1.250
H -1.344 -5.783 -1.740
H 1.088 -4.625 -0.271
H -0.418 -5.139 0.536
H -1.545 -1.921 1.046
H -1.562 -3.672 1.394
H -3.877 -2.957 1.074
H -3.425 -3.931 -0.316
H -3.424 -0.868 -0.229
H -4.662 -1.867 -1.008
H -3.016 -1.841 -1.648
*
```

Atom charges from the Mulliken analysis, given in e for atoms 1 to 4: Tl 1.5095; C -1.2980; N 0.3809; C -0.9558